Run a
This record from the OMol25 dataset describes a cluster of 2 separate species, C3H5BrSi in total. The level of theory is ωB97M-V with the def2-TZVPD basis set.

Last columns: bonded neighbours and bond lengths (Å).
Geometry (Å):
1 C -0.49226 -2.68119 -0.47199  C2 1.238, H6 0.996
2 C -0.45384 -1.71974 0.30654  C1 1.238, C3 1.374
3 C -0.39390 -0.45470 0.84040  C2 1.374, Si4 1.956, H7 1.072
4 Si 0.04678 1.14085 -0.20242  C3 1.956, H8 1.477, H9 1.485, H10 1.500
5 Br -3.40482 0.08679 -0.00587  no bonds
6 H -0.78410 -3.57952 -0.78795  C1 0.996
7 H -0.93605 -0.50305 1.76353  C3 1.072
8 H -0.90888 1.08567 -1.32685  Si4 1.477
9 H 1.43437 0.72823 -0.53237  Si4 1.485
10 H 0.30620 2.44662 0.48854  Si4 1.500

Computed properties:
HOMO (spin up / spin down) (Ha): -0.3223 / -0.3225
Kohn-Sham gap (spin up / spin down) (eV): 5.570 / 5.579

Atom charges from the natural (NBO) analysis, given in e for atoms 1 to 2: C 0.02; C -0.11



Run b
This record from the OMol25 dataset describes an isolated molecule of C3H5BrSi. The level of theory is ωB97M-V with the def2-TZVPD basis set.

Last columns: bonded neighbours and bond lengths (Å).
Geometry (Å):
1 C 0.09049 2.51016 -0.24022  C2 1.192, H6 1.063
2 C 0.32994 1.37704 0.04342  C1 1.192, C3 1.420
3 C 0.50002 0.06304 0.55436  C2 1.420, Si4 2.040, Br5 2.130, H7 1.054
4 Si -0.63042 -1.48104 -0.15264  C3 2.040, H8 1.499, H9 1.500, H10 1.489
5 Br 2.48412 -0.57468 0.11317  C3 2.130
6 H -0.25823 3.46567 -0.54955  C1 1.063
7 H 0.49919 0.06836 1.60865  C3 1.054
8 H -0.72333 -2.83995 0.47436  Si4 1.499
9 H -0.20279 -1.38342 -1.58747  Si4 1.500
10 H -2.08899 -1.20518 -0.26410  Si4 1.489

Computed properties:
SMILES: C#C[C@@H]([SiH3])Br
HOMO (Ha): -0.3678
Kohn-Sham gap (eV): 9.916

Atom charges from the natural (NBO) analysis, given in e for atoms 1 to 2: C -0.18; C -0.06



Taking the most stable structure as the zero point, the relative energies in kJ/mol are run a 220.4; run b 0.0.